One molecule with the formula C2H3BrO at a distorted geometry. Source: the Open Molecules 2025 dataset; level of theory: ωB97M-V/def2-TZVPD.

```
7
Properties=species:S:1:pos:R:3:forces:R:3:lowdin_charge:R:1
H 0.5962 0.4840 -0.6897 -0.326 0.594 0.216 0.06
C 0.1585 -0.1628 0.0588 -1.149 0.304 1.596 -0.09
H -0.8153 -0.5571 -0.2366 -0.135 0.338 -0.217 0.09
O 0.7394 -2.5620 0.0123 -0.191 3.654 0.846 0.00
C 0.9967 -1.3689 0.0174 1.161 -4.550 -1.154 -0.76
H -0.0387 0.3215 1.0953 0.937 -0.791 -1.751 0.14
Br 2.8721 -1.0629 -0.6778 -0.296 0.452 0.464 0.58
```
Positions in Å, forces in eV/Å.

## Properties
- Structure (SMILES): CC(=O)Br
- Lowest unoccupied orbital energy: 0.34 eV
- Highest occupied orbital energy: -10.2 eV
- E_tot: -2727.24590 Eh
- Molar mass: 122.949 g mol⁻¹
- Max |F|: 4.84 eV/Å
- 2S+1: 1



One molecule with the formula C20H26N4O2. Source: the Open Molecules 2025 dataset; level of theory: ωB97M-V/def2-TZVPD.

```
52
Properties=species:S:1:pos:R:3:forces:R:3:lowdin_charge:R:1
H 0.4235 -4.9527 1.8558 -0.068 -0.032 -0.038 0.12
C 2.2516 -6.0314 -0.0339 0.088 0.264 -0.075 -0.44
C -0.9244 5.3896 -1.5536 0.011 0.391 -0.346 -0.37
C 1.1636 -4.9657 -0.2005 -0.229 -0.221 0.217 -0.16
C -1.0690 3.5945 1.5821 0.074 0.244 0.258 -0.11
N -0.3835 6.5490 -1.1497 0.125 -0.098 0.273 0.12
C 3.1674 -6.0281 -1.2569 -0.214 -0.145 0.182 -0.08
H -2.8657 -2.5410 0.2052 -0.105 -0.057 -0.047 0.12
H 1.7678 -7.0123 0.0355 -0.005 -0.003 -0.012 0.14
C -0.9037 -2.8809 0.9644 -0.127 0.222 0.017 -0.26
C 0.1908 -2.3089 1.6054 0.041 -0.348 -0.056 -0.01
H -2.1156 3.9213 1.6166 0.090 0.048 0.058 0.14
C -1.0497 7.4575 -3.2419 -0.001 -0.027 0.010 -0.07
C -2.0169 -2.0819 0.6871 0.074 -0.184 -0.028 0.01
C 0.1647 -0.9707 1.9590 -0.199 0.250 -0.060 -0.01
H -2.0548 6.0225 -4.5117 -0.013 0.083 -0.088 0.11
H -2.5302 3.0875 -0.8504 0.029 -0.070 -0.084 0.13
H 1.0110 -0.5387 2.4721 0.075 0.028 0.075 0.12
H 3.5374 -4.8187 1.2116 0.070 0.142 0.013 0.08
O -1.0161 -4.1807 0.5882 -0.216 0.214 -0.044 -0.04
C -1.5717 6.2117 -3.5607 0.094 0.300 0.025 -0.14
H -0.3406 5.5199 0.9102 0.049 -0.207 0.067 0.12
C 0.0442 -5.0829 0.8366 0.404 -0.154 -0.107 -0.19
H -0.6594 3.6631 2.5932 -0.079 0.068 -0.173 0.13
H -1.3132 2.9039 -2.1223 -0.059 -0.099 0.180 0.12
H 1.0646 -2.8917 1.8492 0.075 -0.094 -0.012 0.10
C -0.9673 1.2451 2.1353 -0.016 -0.015 -0.120 -0.43
H -0.4169 -6.0726 0.7655 0.096 0.095 0.070 0.13
H -0.0197 8.4880 -1.6417 0.005 0.104 -0.064 0.11
H 3.8665 -6.5476 1.3028 0.106 -0.053 0.068 0.08
N -0.8580 4.3461 -0.7094 0.018 -0.213 0.150 -0.06
O -0.9817 1.5274 3.3197 0.041 -0.063 0.300 0.07
H -1.2090 0.9990 -0.5232 0.093 0.184 -0.053 0.12
C -1.4511 3.0729 -1.0522 -0.045 -0.329 -0.173 -0.13
C 3.0760 -5.8041 1.2317 -0.214 -0.184 -0.131 -0.08
C -0.4573 7.5606 -1.9908 -0.122 0.017 -0.277 -0.14
H -2.9102 -0.1533 0.8348 -0.085 0.067 -0.051 0.12
H 3.6552 -5.0613 -1.3619 0.081 0.130 -0.032 0.08
H 1.6146 -3.9725 -0.1480 0.039 0.051 -0.055 0.11
H 0.7669 4.1716 0.6035 -0.034 0.084 0.081 0.13
C -2.0314 -0.7495 1.0349 0.174 -0.031 0.083 -0.04
N -1.5220 5.1835 -2.7375 -0.113 -0.312 0.081 0.12
H 3.9363 -6.7908 -1.1592 0.123 -0.061 -0.035 0.07
H -1.1013 8.2908 -3.9212 -0.003 0.079 -0.066 0.09
C -0.9315 -0.1741 1.6673 0.032 -0.215 0.160 -0.16
H 2.6012 -6.2274 -2.1636 -0.018 -0.002 -0.138 0.08
H 2.4615 -5.8829 2.1247 0.002 0.025 0.164 0.07
C -0.7907 1.9654 -0.2397 0.052 -0.069 -0.398 -0.12
N -1.0063 2.2008 1.1730 -0.103 0.136 0.008 -0.04
H 0.2857 1.9461 -0.4613 -0.102 -0.044 -0.069 0.14
H 0.7076 -5.0665 -1.1881 -0.022 0.051 -0.022 0.12
C -0.2891 4.4710 0.6140 0.032 0.056 0.316 -0.13
```
Positions in Å, forces in eV/Å.

## Properties
- Structure (SMILES): CC(C)CCOc1ccc(C(=O)N2CCN(c3ncccn3)CC2)cc1
- Lowest unoccupied orbital energy: 0.70 eV
- Highest occupied orbital energy: -8.3 eV
- E_tot: -1147.23919 Eh
- Molar mass: 354.454 g mol⁻¹
- Max |F|: 0.52 eV/Å
- 2S+1: 1



C48H57Cl6FO9PPrSeSi as an isolated structure at a distorted geometry. Source: the Open Molecules 2025 dataset; level of theory: ωB97M-V/def2-TZVPD.

```
125
Properties=species:S:1:pos:R:3:forces:R:3:mulliken_spin:R:1
C 6.7641 1.2837 -4.7263 0.466 0.513 1.231 0.00
O -0.7001 -0.6515 -4.8508 -0.428 -0.920 0.275 0.00
H 8.1962 -0.1503 0.2486 0.993 0.015 0.450 0.00
H -4.1500 -0.2101 -2.0816 0.243 0.165 0.663 0.00
C 5.0756 1.0004 -0.1729 0.145 0.829 0.165 0.00
C 4.2507 0.3137 -4.1245 1.360 0.059 -0.093 0.00
H -4.5417 4.4827 -2.0310 0.934 -0.398 0.858 0.00
H 2.8695 0.6235 5.3189 -0.170 -0.710 -0.054 0.00
H -3.4876 -2.4172 -1.7102 -0.413 0.160 -0.055 0.00
H -6.3789 -2.9077 -0.7055 0.830 0.232 -0.908 0.00
H -1.1162 -0.7188 2.9924 0.279 -0.571 0.451 0.00
C -1.7261 0.1012 2.6641 0.409 -0.053 -0.783 0.00
C 1.8615 -3.1453 5.5811 -0.796 0.060 -0.865 0.00
C -4.3436 -2.0805 -1.1018 0.099 -0.692 -0.057 0.00
C -4.0721 2.4715 1.1142 -0.049 -0.377 1.083 0.00
H -2.2114 -1.4600 1.3565 -0.715 0.087 0.213 0.00
C 4.9189 1.1227 -3.1667 -0.736 -0.094 -0.922 0.00
H 3.4189 0.7439 1.3117 1.606 -0.358 -0.817 0.00
H -7.4439 -2.3269 -2.8188 0.675 0.736 0.161 0.00
O -1.4544 -3.3866 1.0810 -0.105 0.673 -0.547 0.00
C 2.3747 -2.4709 6.7019 -0.377 -1.013 -0.366 0.00
H 3.1257 -0.6485 7.4556 0.203 0.417 0.362 0.00
H -0.9910 0.7266 2.1556 -0.068 -0.065 -0.434 0.00
Si 3.9605 1.5317 -1.6177 0.483 0.441 0.935 0.00
H -5.2847 -0.6672 4.2789 0.572 0.560 -0.894 0.00
O -1.6023 -0.0665 -0.7955 0.148 -0.314 0.466 0.01
C -2.7700 -0.5573 1.6925 0.254 0.452 -0.061 0.00
C 3.6809 5.6583 -0.6410 1.064 -2.521 0.481 0.00
H -3.6575 0.8016 5.4371 -0.195 -0.039 0.349 0.00
H 4.3129 -0.6588 -5.9956 0.261 0.278 -0.257 0.00
C -6.9301 -0.5327 -1.6515 -0.674 1.239 0.572 0.00
F 1.1439 -0.3192 1.0386 -0.347 0.151 -0.363 -0.01
C 5.2947 -0.0443 2.0075 -0.264 0.793 0.259 0.00
H -5.0801 0.7878 3.2833 -0.106 0.536 -0.106 0.00
H 2.4341 -3.1042 7.6121 0.158 0.901 -0.454 0.00
C -4.3263 4.7387 0.1061 -0.348 -1.266 0.072 0.00
H -2.1016 2.3111 0.1754 -0.563 -0.037 0.062 0.00
C 1.7258 -4.1119 -0.5111 1.195 -1.283 0.805 0.00
Cl -0.2842 -5.3950 -1.5729 -1.561 -0.407 -0.198 0.00
H -3.0414 -0.7818 4.8349 0.131 0.425 0.542 0.00
H 7.0070 1.4435 -1.1360 -0.808 -1.252 1.109 0.00
H 0.8444 1.5654 -2.9640 0.314 -0.009 -0.579 0.00
H 6.5692 0.3353 -6.6472 0.044 -0.183 0.274 0.00
H 1.2234 -2.9672 3.5329 -0.232 -0.259 -0.499 0.00
H -5.5478 -3.6893 -2.0513 0.145 0.133 -0.218 0.00
H 3.9697 6.1938 0.2089 0.298 0.981 1.117 0.00
H -2.8673 4.7444 -1.5036 -0.305 -0.191 0.210 0.00
C 3.1106 4.0455 -2.7999 -0.601 0.702 1.456 0.00
H -6.0493 -0.2938 0.3521 0.288 0.135 -0.650 0.00
C -5.7090 -2.7080 -1.6077 -0.019 0.876 1.167 0.00
H -5.5808 3.8742 1.7820 0.809 -0.092 -1.032 0.00
C -5.7669 -0.0407 -0.6940 -0.367 0.348 0.353 0.00
H -2.5337 1.8773 3.3655 0.064 -0.599 1.086 0.00
C 1.9954 -1.1095 4.2665 0.966 0.970 0.792 0.00
C -4.0493 -0.9885 2.4843 -0.904 0.547 -0.589 0.00
H 1.8621 5.5736 -3.4640 -0.051 0.720 -0.146 0.00
Se 1.2188 -4.9220 5.6344 0.103 -0.377 0.347 0.00
H -3.4912 5.0436 0.6968 0.589 0.250 0.733 0.00
O -0.0616 1.3895 -2.7079 -0.535 -0.074 1.159 0.00
C 3.7437 3.4214 -1.7039 0.351 0.864 -0.279 0.00
H -4.1203 -2.4916 -0.1176 -0.128 -0.073 0.180 0.00
H 2.9043 3.4595 -3.6604 -0.319 -0.374 -0.814 0.00
Cl 3.7823 -2.4446 -0.3763 0.235 -0.535 0.253 0.00
H -2.7098 2.4836 -2.0859 -1.064 0.191 0.489 0.00
C 2.5923 -0.4460 5.3738 -0.558 -0.174 0.249 0.00
C 1.6577 -2.4435 4.3525 0.597 0.420 1.418 0.00
C 3.3419 -6.4603 -0.3737 -0.214 -1.343 -0.024 0.00
Cl 5.5763 -5.1200 0.2873 0.554 0.161 -0.002 0.00
H -4.4963 2.2160 -1.7053 0.917 0.306 -0.034 0.00
C -5.0601 3.5829 0.8128 -0.673 0.748 0.683 0.00
O 2.5265 0.8540 -1.4685 -0.764 -0.597 -0.500 -0.01
Cl 4.3447 -7.8664 -0.6641 -0.110 0.068 0.506 0.00
O 0.9918 -3.1003 -0.2396 -0.275 0.708 -1.616 -0.01
C -3.3850 0.2304 4.5592 0.805 -0.310 0.050 0.00
C 3.9371 -5.2401 -0.1312 -1.458 1.463 -1.307 0.00
C 6.4707 0.9102 -0.2832 0.673 0.025 -1.019 0.00
Cl 1.1656 -8.0936 -0.7934 0.202 -0.359 -0.225 0.00
C 6.1206 0.5174 -5.6727 -0.387 -0.091 -0.027 0.00
H 7.8051 1.5267 -4.8475 0.232 0.460 -0.423 0.00
Cl -0.1991 -1.7640 -4.0609 -2.399 -1.018 2.025 0.00
H -4.9437 5.6122 -0.0477 -0.270 0.185 -0.081 0.00
H 6.7037 2.3697 -2.8461 -0.302 -0.570 -0.344 0.00
C 2.7195 -1.1355 6.5919 0.230 0.111 -0.624 0.00
H -6.0734 -1.3533 -3.3923 0.529 -0.472 -0.105 0.00
C -2.2263 0.9023 3.8477 -0.341 1.094 -1.259 0.00
H -7.2860 0.3698 -2.2831 0.620 -1.530 0.728 0.00
C -3.5412 2.6817 -1.3512 -0.108 -0.943 -0.435 0.00
C -3.7881 4.2037 -1.2186 -0.348 0.697 -1.915 0.00
H -7.8030 -0.7670 -0.9762 0.763 0.080 -0.713 0.00
P -2.8791 0.1754 -0.0301 -1.366 0.124 -0.331 0.00
C 4.0805 4.2989 -0.6823 0.046 -0.201 1.399 0.00
H -3.8182 -1.9747 2.9009 -0.194 0.067 -0.099 0.00
C 2.8599 6.1510 -1.5785 -0.965 -0.275 -1.875 0.00
H -0.6328 1.0827 -3.4208 0.557 -0.142 -0.390 0.00
Pr 0.7649 -0.6573 -1.0204 0.643 -0.260 0.543 2.02
H 3.2952 -0.1669 -3.9071 0.200 0.304 0.081 0.00
C -3.1515 1.9898 -0.0284 0.685 1.028 0.689 0.00
H 2.4212 7.1129 -1.4698 -0.277 0.728 -0.058 0.00
C 1.2210 -5.4319 -0.8240 0.952 1.191 0.512 0.00
H -4.9312 -1.0544 1.8072 0.730 -0.501 0.272 0.00
C -6.5362 -1.7468 -2.4898 -0.932 -0.625 0.133 0.00
H -5.7690 1.0470 -0.7711 -0.054 0.019 0.359 0.00
H 1.8755 -0.5089 3.3724 -0.198 -0.340 -0.282 0.00
C 7.2399 0.1399 0.6120 -1.481 0.930 -0.787 0.00
H -4.5918 1.6470 1.5787 -0.582 -0.564 -0.394 0.00
O -0.0913 -2.9948 -4.7580 -0.217 0.243 -0.859 0.00
C -4.3423 -0.5377 -1.0330 -0.287 -0.394 -0.486 0.00
C -4.5479 -0.0702 3.6567 -0.068 -1.608 0.062 0.00
C 3.1513 -4.0835 -0.3878 -0.184 0.235 0.800 0.00
H 4.5561 3.8816 0.2367 -0.173 0.407 -0.825 0.00
H -1.3526 1.1067 4.4855 -0.450 -0.089 0.007 0.00
C 4.8659 0.0281 -5.3560 -1.101 -0.393 0.514 0.00
C 1.9658 -6.5849 -0.6445 0.285 1.200 -0.262 0.00
O 1.0896 -1.3680 -3.5829 1.689 0.493 0.889 0.00
H -1.8120 -4.2742 1.1587 0.288 -0.087 -0.313 0.00
C 6.6384 -0.2997 1.7776 -0.446 0.185 -0.479 0.00
H -5.8888 3.2435 0.1871 0.049 -0.129 -0.249 0.00
H -3.5308 2.7711 2.0157 0.569 0.385 -0.464 0.00
H -0.9540 -3.2919 0.2322 -0.159 -0.728 0.977 0.00
C 4.5231 0.5863 1.0447 -1.674 -0.026 0.376 0.00
H 4.8002 -0.2304 2.9552 0.293 -0.439 0.018 0.00
O -1.0621 -2.0375 -2.8167 1.550 1.324 -2.258 0.00
H 7.1915 -0.8050 2.5148 0.688 -0.768 0.753 0.00
C 6.1795 1.6509 -3.4972 -0.384 -0.464 -0.855 0.00
C 2.5636 5.3378 -2.6832 0.587 -1.254 -0.261 0.00
```
Positions in Å, forces in eV/Å.

## Properties
- Lowest unoccupied orbital energy: 3.23 eV
- <S²>: 2.00
- Highest occupied orbital energy: -0.9 eV
- E_tot: -8950.82609 Eh
- Molar mass: 1288.619 g mol⁻¹
- Net charge: -2
- Max |F|: 3.30 eV/Å
- 2S+1: 3